No. 1
The following is a quantum chemistry calculation of a structure of composition C31H53BrNO3P3Pd at a distorted geometry, from the Open Molecules 2025 dataset.

Results
- HOMO-LUMO gap (spin up / spin down): 6.8667 / 4.0060 eV
- Total charge: +4
- LUMO (spin up / spin down): -11.0 / -14.3 eV
- Maximum force: 4.59 eV Å⁻¹
- Total energy: -141985.1415 eV
- ⟨S²⟩: 6.058
- 2S+1: 5
- Energy above the lowest of the compared OMol25 structures with the same formula, charge and spin: 0.000 eV

Cartesian coordinates (Å):
C (-0.64, 7.42, -6.29)
C (-0.82, 6.05, -6.56)
C (-1.13, 5.65, -7.87)
C (-1.24, 6.64, -8.86)
N (-1.07, 7.94, -8.60)
C (-0.78, 8.33, -7.36)
C (-0.70, 5.08, -5.50)
C (-0.59, 4.24, -4.62)
C (-0.45, 3.26, -3.59)
C (0.61, 3.35, -2.67)
C (0.76, 2.39, -1.67)
C (-0.13, 1.33, -1.61)
C (-1.20, 1.22, -2.49)
C (-1.37, 2.21, -3.47)
Pd (0.13, -0.12, -0.12)
P (1.96, -1.03, -1.09)
H (-1.27, 4.61, -8.13)
H (-0.40, 7.79, -5.30)
H (-1.48, 6.37, -9.89)
H (-0.64, 9.40, -7.18)
H (-2.21, 2.17, -4.17)
H (1.31, 4.18, -2.75)
H (-1.90, 0.40, -2.41)
H (1.58, 2.46, -0.96)
C (2.31, -2.65, -0.31)
C (3.28, -3.59, -1.01)
H (1.33, -3.12, -0.17)
H (2.66, -2.42, 0.71)
H (3.50, -4.42, -0.32)
H (2.85, -4.02, -1.92)
H (4.23, -3.11, -1.26)
C (1.78, -1.22, -2.89)
C (2.84, -0.56, -3.77)
H (0.80, -0.80, -3.14)
H (1.73, -2.30, -3.09)
H (2.59, -0.73, -4.83)
H (2.88, 0.53, -3.62)
H (3.85, -0.97, -3.60)
C (3.37, 0.08, -0.75)
C (4.76, -0.55, -0.77)
H (3.18, 0.54, 0.23)
H (3.31, 0.89, -1.49)
H (5.50, 0.24, -0.62)
H (4.89, -1.29, 0.03)
H (4.99, -1.04, -1.73)
Br (-0.33, -1.93, 1.59)
P (-2.66, -3.52, -4.30)
C (-0.81, -3.58, -4.18)
C (-0.28, -5.01, -4.34)
H (-0.52, -3.15, -3.21)
H (-0.42, -2.93, -4.98)
H (0.78, -4.99, -4.60)
H (-0.39, -5.58, -3.41)
H (-0.81, -5.54, -5.14)
C (-3.10, -3.24, -2.52)
C (-4.51, -3.74, -2.21)
H (-3.00, -2.16, -2.31)
H (-2.35, -3.77, -1.91)
H (-4.63, -3.91, -1.14)
H (-5.27, -3.00, -2.52)
H (-4.72, -4.68, -2.73)
C (-2.88, -1.79, -4.95)
C (-3.13, -1.79, -6.46)
H (-1.98, -1.21, -4.70)
H (-3.74, -1.36, -4.42)
H (-3.59, -0.85, -6.77)
H (-2.19, -1.90, -7.02)
H (-3.80, -2.61, -6.76)
C (-2.53, 2.23, 0.69)
C (-1.58, 3.16, 1.40)
O (-0.17, 2.77, 1.31)
P (0.32, 1.29, 1.69)
O (-0.43, 0.92, 3.02)
C (-0.15, 1.11, 4.48)
C (-0.14, 2.58, 4.81)
O (1.86, 1.61, 1.96)
C (2.80, 1.49, 3.07)
C (4.18, 1.68, 2.49)
H (-2.47, 2.39, -0.39)
H (-3.53, 2.51, 1.02)
H (-2.37, 1.17, 0.91)
H (-1.63, 4.16, 0.97)
H (-1.81, 3.23, 2.48)
H (-0.97, 0.58, 4.98)
H (0.79, 0.61, 4.72)
H (-1.14, 2.98, 4.67)
H (0.14, 2.73, 5.86)
H (0.57, 3.13, 4.18)
H (2.56, 2.28, 3.80)
H (2.70, 0.51, 3.55)
H (4.18, 2.41, 1.68)
H (4.85, 2.00, 3.28)
H (4.57, 0.73, 2.09)

No. 2
The following is a quantum chemistry calculation of a cluster of 8 separate species, C31H53Cl9F16O2 in total at a distorted geometry, from the Open Molecules 2025 dataset.

Results
- HOMO-LUMO gap: 11.1564 eV
- LUMO: 0.4 eV
- Maximum force: 1.90 eV Å⁻¹
- Total energy: -193283.7669 eV
- SMILES: FC(F)C(F)(F)COC(F)(F)C(F)F.FC(F)C(F)(F)COC(F)(F)C(F)F.ClC(Cl)Cl.ClC(Cl)Cl.ClC(Cl)Cl.CCCCCC.CCCCCC.CCCCCC

Cartesian coordinates (Å):
F (-5.03, -1.31, 1.24)
C (-4.97, -1.05, 2.57)
F (-4.05, -0.10, 2.84)
C (-6.36, -0.66, 3.08)
F (-6.78, 0.45, 2.43)
F (-6.23, -0.32, 4.39)
C (-7.40, -1.75, 2.93)
O (-6.78, -3.04, 2.82)
C (-6.92, -3.87, 3.87)
F (-6.39, -3.34, 5.00)
F (-8.23, -4.12, 4.11)
C (-6.22, -5.18, 3.50)
F (-4.92, -4.89, 3.22)
F (-6.30, -6.06, 4.50)
H (-4.67, -1.97, 3.09)
H (-7.93, -1.59, 1.99)
H (-8.12, -1.76, 3.75)
H (-6.65, -5.56, 2.57)
F (-7.43, 4.90, -0.95)
C (-6.13, 4.56, -1.07)
F (-5.43, 5.66, -1.43)
C (-5.60, 4.06, 0.28)
F (-4.31, 3.68, 0.06)
F (-6.30, 2.98, 0.66)
C (-5.53, 5.12, 1.36)
O (-6.82, 5.53, 1.77)
C (-6.99, 6.84, 1.93)
F (-6.19, 7.29, 2.95)
F (-6.67, 7.53, 0.82)
C (-8.45, 7.04, 2.37)
F (-8.63, 8.28, 2.85)
F (-9.27, 6.85, 1.31)
H (-5.98, 3.79, -1.83)
H (-4.88, 5.93, 1.04)
H (-5.06, 4.63, 2.22)
H (-8.68, 6.28, 3.11)
Cl (3.86, 4.11, 3.56)
C (3.08, 3.83, 2.01)
Cl (4.01, 2.75, 0.98)
Cl (2.74, 5.34, 1.17)
H (2.14, 3.33, 2.22)
Cl (0.59, -1.92, -4.11)
C (1.12, -2.20, -5.77)
Cl (2.86, -2.41, -5.87)
Cl (0.61, -0.86, -6.82)
H (0.62, -3.11, -6.10)
Cl (3.02, -4.12, -2.37)
C (3.77, -5.60, -1.75)
Cl (3.11, -7.03, -2.57)
Cl (3.53, -5.71, -0.02)
H (4.82, -5.55, -2.01)
C (6.58, 0.04, -2.79)
C (7.13, 1.36, -3.32)
C (8.33, 1.19, -4.25)
C (9.01, 2.51, -4.57)
C (8.11, 3.63, -5.13)
C (7.42, 3.26, -6.43)
H (7.34, -0.38, -2.12)
H (6.39, -0.77, -3.51)
H (5.67, 0.22, -2.23)
H (6.30, 1.88, -3.82)
H (7.42, 2.00, -2.48)
H (8.02, 0.73, -5.19)
H (8.99, 0.50, -3.72)
H (9.41, 2.90, -3.62)
H (9.90, 2.40, -5.20)
H (7.39, 3.86, -4.34)
H (8.78, 4.47, -5.30)
H (6.86, 4.09, -6.87)
H (8.15, 2.93, -7.17)
H (6.76, 2.40, -6.28)
C (-2.71, 0.13, -0.36)
C (-1.99, 1.37, -0.88)
C (-0.51, 1.43, -0.50)
C (0.34, 0.33, -1.13)
C (1.81, 0.51, -0.77)
C (2.78, -0.44, -1.47)
H (-2.27, -0.76, -0.81)
H (-3.75, 0.17, -0.68)
H (-2.68, 0.08, 0.73)
H (-2.09, 1.48, -1.96)
H (-2.43, 2.24, -0.40)
H (-0.41, 1.25, 0.58)
H (-0.04, 2.40, -0.64)
H (0.03, -0.67, -0.84)
H (0.33, 0.37, -2.23)
H (2.12, 1.55, -0.88)
H (1.94, 0.27, 0.30)
H (2.49, -1.49, -1.48)
H (2.86, -0.13, -2.52)
H (3.83, -0.43, -1.18)
C (3.61, -2.19, 1.58)
C (2.75, -2.49, 2.80)
C (2.19, -3.93, 2.76)
C (0.96, -4.20, 3.59)
C (0.39, -5.61, 3.48)
C (1.42, -6.75, 3.39)
H (4.42, -2.91, 1.45)
H (4.09, -1.22, 1.68)
H (2.99, -2.22, 0.68)
H (3.30, -2.43, 3.74)
H (1.95, -1.75, 2.88)
H (3.01, -4.58, 3.09)
H (1.94, -4.18, 1.72)
H (1.09, -3.96, 4.66)
H (0.21, -3.48, 3.26)
H (-0.32, -5.80, 4.29)
H (-0.14, -5.66, 2.52)
H (1.94, -6.66, 2.43)
H (2.12, -6.80, 4.22)
H (0.90, -7.71, 3.30)

No. 3
The following is a quantum chemistry calculation of a cluster of 12 separate species, C31H54Br23INO2 in total at a distorted geometry, from the Open Molecules 2025 dataset.

Results
- HOMO-LUMO gap: 5.6763 eV
- Total charge: +1
- LUMO: -5.2 eV
- Maximum force: 9.57 eV Å⁻¹
- Total energy: -1657671.2183 eV

Cartesian coordinates (Å):
C (2.04, -1.36, -4.47)
C (2.17, -2.04, -2.95)
Br (1.40, -0.65, -1.69)
C (3.69, -2.50, -2.58)
C (4.68, -1.18, -2.66)
C (4.92, -0.26, -1.33)
N (5.77, 1.00, -1.31)
C (6.46, 1.44, -2.59)
I (7.67, 3.30, -2.65)
C (6.37, 0.59, -4.03)
C (5.45, -0.78, -4.09)
C (5.27, -1.71, -5.46)
O (5.68, -3.01, -5.47)
O (4.62, -1.17, -6.68)
H (2.43, -2.09, -5.32)
H (0.90, -1.08, -4.60)
H (2.71, -0.38, -4.57)
H (1.43, -2.98, -2.86)
H (4.03, -3.34, -3.36)
H (3.71, -3.03, -1.52)
H (4.37, -0.62, -0.33)
H (5.82, 1.52, -0.39)
H (6.93, 0.95, -5.00)
H (5.35, -0.80, -7.25)
Br (0.21, -2.98, 1.85)
C (-1.56, -2.16, 1.89)
C (-1.64, -0.97, 0.98)
Br (-0.75, 0.58, 1.77)
H (-1.78, -1.92, 2.94)
H (-2.25, -2.95, 1.56)
H (-2.67, -0.66, 0.83)
H (-1.17, -1.14, 0.00)
Br (-0.77, 2.45, -5.71)
C (-1.37, 0.64, -6.12)
C (-2.55, 0.25, -5.27)
Br (-2.00, -0.21, -3.46)
H (-0.50, -0.01, -6.00)
H (-1.65, 0.67, -7.18)
H (-3.02, -0.66, -5.67)
H (-3.31, 1.04, -5.19)
Br (4.81, -7.93, 1.92)
C (3.03, -7.12, 1.97)
C (2.96, -5.92, 1.05)
Br (3.84, -4.37, 1.84)
H (2.82, -6.88, 3.01)
H (2.35, -7.90, 1.63)
H (1.92, -5.61, 0.90)
H (3.43, -6.09, 0.08)
Br (-2.22, 3.71, -2.47)
C (-2.50, 4.22, -0.61)
C (-3.44, 3.26, 0.08)
Br (-5.29, 3.58, -0.43)
H (-2.87, 5.25, -0.61)
H (-1.51, 4.19, -0.15)
H (-3.41, 3.41, 1.16)
H (-3.22, 2.21, -0.14)
Br (8.78, -7.61, 4.26)
C (8.37, -5.78, 4.78)
C (7.39, -5.15, 3.82)
Br (8.27, -4.61, 2.17)
H (9.32, -5.25, 4.85)
H (7.93, -5.87, 5.78)
H (6.99, -4.22, 4.24)
H (6.56, -5.80, 3.55)
Br (-4.36, -2.79, -7.07)
C (-3.14, -4.14, -7.77)
C (-1.85, -4.18, -6.97)
Br (-0.69, -2.68, -7.44)
H (-2.98, -3.91, -8.83)
H (-3.68, -5.08, -7.67)
H (-1.28, -5.07, -7.21)
H (-2.01, -4.13, -5.89)
Br (-5.90, 7.12, -3.98)
C (-6.93, 6.28, -2.55)
C (-7.50, 7.31, -1.62)
Br (-6.14, 8.01, -0.40)
H (-6.26, 5.56, -2.06)
H (-7.73, 5.73, -3.07)
H (-8.26, 6.86, -0.96)
H (-7.94, 8.17, -2.13)
Br (4.11, -6.10, 6.32)
C (4.30, -4.55, 7.48)
C (5.69, -3.96, 7.39)
Br (6.97, -5.03, 8.40)
H (4.02, -4.87, 8.49)
H (3.55, -3.83, 7.12)
H (5.72, -2.97, 7.86)
H (6.06, -3.89, 6.37)
Br (0.01, -1.35, 5.91)
C (-1.51, -1.06, 7.10)
C (-2.79, -0.87, 6.31)
Br (-2.88, 0.91, 5.53)
H (-1.26, -0.21, 7.73)
H (-1.57, -1.97, 7.71)
H (-3.66, -0.94, 6.96)
H (-2.90, -1.58, 5.48)
Br (0.55, 2.65, 6.64)
C (0.71, 4.31, 5.63)
C (-0.60, 5.06, 5.59)
Br (-1.83, 4.25, 4.31)
H (1.09, 4.05, 4.64)
H (1.47, 4.90, 6.16)
H (-0.46, 6.08, 5.23)
H (-1.12, 5.08, 6.55)
Br (-10.97, 7.96, -2.45)
C (-11.28, 9.75, -1.74)
C (-10.73, 9.88, -0.34)
Br (-11.89, 9.02, 0.97)
H (-12.36, 9.93, -1.80)
H (-10.76, 10.42, -2.42)
H (-10.70, 10.93, -0.04)
H (-9.74, 9.45, -0.22)

No. 4
The following is a quantum chemistry calculation of a cluster of 3 separate species, C31H54BrN4O5PS2 in total at a distorted geometry, from the Open Molecules 2025 dataset.

Results
- HOMO-LUMO gap (spin up / spin down): 6.2232 / 6.2175 eV
- LUMO (spin up / spin down): -1.8 / -1.8 eV
- Maximum force: 7.22 eV Å⁻¹
- Total energy: -150203.5447 eV
- ⟨S²⟩: 2.162
- 2S+1: 3

Cartesian coordinates (Å):
C (5.04, -3.30, 1.94)
C (5.79, -2.62, 0.64)
P (4.66, -2.28, -0.86)
C (3.65, -3.80, -1.40)
C (2.63, -3.33, -2.63)
C (3.59, -0.71, -0.65)
C (2.17, -0.64, 0.17)
Br (1.53, -2.32, 1.06)
C (1.22, 0.70, 0.32)
C (-0.21, 0.63, 1.14)
C (-1.36, -0.04, 0.13)
C (-2.10, -1.36, 0.78)
S (-3.70, -1.84, -0.15)
O (-4.53, -2.84, 0.74)
O (-4.57, -0.61, -0.52)
O (-3.21, -2.77, -1.53)
C (1.71, 2.11, -0.38)
C (3.15, 2.07, -1.20)
N (3.87, 3.19, -1.94)
S (5.36, 2.52, -2.64)
N (5.40, 0.83, -2.15)
C (4.10, 0.72, -1.35)
H (4.89, -2.48, 2.79)
H (5.82, -4.08, 2.40)
H (4.06, -3.88, 1.69)
H (6.27, -1.60, 1.03)
H (6.65, -3.34, 0.29)
H (4.42, -4.56, -1.92)
H (3.01, -4.31, -0.56)
H (3.25, -3.16, -3.64)
H (1.77, -4.13, -2.81)
H (2.08, -2.31, -2.39)
H (-0.14, -0.08, 2.09)
H (-0.61, 1.70, 1.43)
H (-0.92, -0.32, -0.93)
H (-2.18, 0.79, -0.04)
H (-1.38, -2.27, 0.66)
H (-2.35, -1.24, 1.92)
H (-2.24, -2.52, -1.66)
H (1.10, 3.12, -0.35)
C (2.81, 8.01, -2.15)
C (4.31, 7.66, -1.93)
C (5.01, 8.75, -1.06)
C (5.38, 10.02, -1.81)
C (6.15, 9.70, -3.08)
C (5.39, 8.71, -4.00)
N (4.96, 7.46, -3.27)
O (6.11, 6.67, -3.07)
C (4.16, 9.44, -4.60)
C (6.28, 8.39, -5.24)
C (4.27, 6.36, -1.05)
H (2.52, 8.02, -3.20)
H (2.14, 7.27, -1.69)
H (2.54, 8.99, -1.72)
H (5.94, 8.34, -0.64)
H (4.38, 9.01, -0.20)
H (4.48, 10.60, -2.04)
H (5.99, 10.66, -1.16)
H (6.36, 10.63, -3.62)
H (7.13, 9.29, -2.80)
H (3.57, 8.76, -5.23)
H (4.48, 10.28, -5.24)
H (3.50, 9.87, -3.85)
H (7.26, 7.99, -4.97)
H (6.47, 9.30, -5.82)
H (5.79, 7.68, -5.91)
H (3.83, 5.52, -1.61)
H (3.66, 6.52, -0.15)
H (5.26, 6.06, -0.70)
C (-6.91, -5.11, 1.76)
C (-6.38, -6.52, 2.15)
C (-7.34, -7.63, 1.64)
C (-8.60, -7.83, 2.48)
C (-8.23, -8.00, 3.95)
C (-7.37, -6.82, 4.48)
N (-6.16, -6.57, 3.63)
O (-5.23, -7.59, 3.90)
C (-8.26, -5.55, 4.56)
C (-7.01, -7.10, 5.98)
C (-5.06, -6.67, 1.31)
H (-6.99, -4.43, 2.62)
H (-6.23, -4.59, 1.07)
H (-7.89, -5.15, 1.28)
H (-6.81, -8.59, 1.61)
H (-7.64, -7.43, 0.60)
H (-9.28, -6.99, 2.34)
H (-9.13, -8.72, 2.14)
H (-9.16, -8.09, 4.54)
H (-7.70, -8.95, 4.08)
H (-7.69, -4.68, 4.90)
H (-9.08, -5.69, 5.28)
H (-8.74, -5.29, 3.61)
H (-6.48, -8.05, 6.11)
H (-7.91, -7.16, 6.60)
H (-6.38, -6.30, 6.39)
H (-4.30, -5.95, 1.64)
H (-5.25, -6.49, 0.25)
H (-4.63, -7.68, 1.38)